Here is C8H12 in the gas phase at a distorted geometry from OMol25. Energies are from wB97M-V/def2-TZVPD.

CARTESIAN COORDINATES (ANGSTROEM)
C  0.70  1.25  0.20
H  -0.82  2.41  -0.28
C  -1.45  0.04  -0.58
C  -0.55  1.31  -0.30
H  1.44  -0.13  1.65
C  -2.60  -0.08  0.47
H  3.51  -0.89  0.24
H  -1.14  -2.13  -0.44
H  -3.23  0.87  0.72
C  1.33  -0.03  0.53
H  -1.98  0.21  -1.66
H  -3.28  -0.68  -0.13
H  1.10  2.21  0.49
H  3.09  0.98  -0.25
C  -0.65  -1.15  -0.39
H  1.04  -2.19  0.47
H  2.49  -0.45  -1.47
C  0.52  -1.14  0.21
C  2.71  -0.13  -0.28
H  -2.26  -0.62  1.51

Values from the calculation:
* structure (SMILES): C[C@H]1C=C[C@H](C)C=C1
* energy relative to the best compared isomer or geometry (same formula, charge and spin): 220.6 kJ/mol
* orbital gap: 9.88 eV

Here is 17 unconnected molecules or ions with the total composition C88H96O34S7 at a distorted geometry from OMol25. Energies are from wB97M-V/def2-TZVPD.

CARTESIAN COORDINATES (ANGSTROEM)
H  16.17  24.51  17.49
H  20.46  18.34  19.95
H  14.72  22.67  20.35
O  18.18  18.22  17.35
C  15.41  17.86  22.69
H  18.10  14.88  12.47
O  18.33  18.29  9.17
H  24.33  10.56  16.37
H  8.48  16.45  18.57
C  18.88  13.38  13.93
C  14.86  21.61  20.54
C  22.59  11.78  20.86
H  13.01  19.67  13.16
H  22.60  14.83  13.38
H  13.85  21.33  20.87
H  22.09  14.40  24.56
H  11.55  13.91  26.16
C  22.78  11.93  15.93
H  11.79  16.02  21.42
C  13.21  18.28  24.42
C  17.93  15.75  19.60
H  24.63  17.87  18.69
C  16.23  19.39  11.86
C  13.78  22.74  15.55
C  21.60  16.30  14.74
H  21.58  10.11  21.96
C  16.78  19.26  10.64
H  15.45  20.12  11.97
H  17.09  20.53  18.15
O  10.07  17.82  21.29
C  15.72  23.83  16.78
C  13.06  15.34  26.80
H  16.10  10.84  22.38
O  14.65  18.59  26.16
H  12.90  16.22  15.18
C  23.26  10.50  16.18
O  22.17  18.94  11.59
C  14.16  18.01  22.07
C  13.36  11.77  14.98
H  15.73  20.53  22.30
C  21.07  12.59  18.97
H  11.57  8.55  16.20
H  22.00  9.78  14.54
H  21.64  23.33  24.53
C  13.45  9.26  15.23
H  16.50  22.14  21.96
H  18.37  17.27  13.54
O  23.14  17.34  20.80
C  22.14  18.16  12.52
C  16.12  16.65  18.17
H  23.97  19.80  17.75
H  22.35  15.11  22.17
C  13.07  11.39  20.07
C  19.65  20.23  23.53
H  16.30  14.60  19.04
C  13.28  13.70  25.00
C  20.50  16.03  22.72
S  19.22  15.66  24.06
H  11.72  20.12  15.15
H  12.23  16.26  19.15
C  18.34  12.76  15.20
H  15.81  15.81  20.21
C  23.65  17.68  18.25
C  21.31  17.73  14.73
H  14.76  20.02  19.21
H  13.98  18.98  15.37
C  16.68  21.10  18.99
H  20.96  14.22  21.72
C  15.34  14.86  25.76
C  21.79  21.38  23.58
H  14.42  16.80  14.72
C  16.01  21.26  21.55
C  19.91  13.95  24.45
O  20.04  13.21  13.63
H  9.89  14.50  18.54
C  15.26  11.10  21.76
C  14.60  15.55  26.66
H  20.03  16.42  21.82
C  19.95  11.89  19.50
H  15.32  16.21  17.56
C  21.20  18.38  19.15
H  19.25  17.08  11.14
H  15.88  15.02  13.24
H  10.57  14.59  21.25
S  22.50  17.07  19.47
C  20.30  10.84  20.53
H  18.24  14.88  20.19
O  18.82  12.17  19.13
O  13.95  8.17  14.88
C  17.15  13.07  15.66
O  23.30  11.01  12.34
H  13.72  12.65  14.47
H  16.92  22.14  18.79
H  23.06  13.20  19.19
O  21.98  15.74  19.15
S  17.65  16.86  17.16
O  13.93  17.04  12.04
H  19.44  13.15  23.88
H  10.72  10.57  16.90
H  12.32  11.49  19.30
C  22.11  19.57  18.88
H  12.91  12.79  24.55
C  9.54  16.55  18.80
S  17.47  20.62  20.53
C  18.61  15.71  18.21
O  14.42  13.00  18.78
C  23.05  9.75  14.83
H  19.22  23.17  25.05
C  11.02  15.50  20.84
C  18.45  17.73  11.43
C  12.56  14.27  25.99
C  13.09  18.35  15.49
O  17.57  16.28  15.80
H  19.68  15.87  18.12
C  16.66  22.98  16.14
C  21.37  14.80  22.54
C  22.30  12.57  19.62
C  16.15  13.90  15.01
C  15.16  21.03  19.16
O  21.21  15.64  15.68
H  10.04  17.50  18.65
C  21.10  22.42  24.34
C  17.83  14.27  13.31
C  22.50  16.72  12.47
O  23.65  11.96  21.45
C  11.61  10.64  16.30
H  19.46  10.22  20.80
C  12.16  11.98  15.82
C  16.40  15.66  19.31
H  10.95  18.59  15.23
C  13.37  17.09  14.72
H  14.87  10.60  14.23
O  11.66  13.04  15.88
C  14.75  13.89  24.81
C  22.24  15.84  13.51
C  12.23  18.93  13.28
H  22.84  12.95  13.97
H  15.82  17.63  18.53
H  19.19  19.29  23.28
H  16.20  17.63  21.99
C  20.96  20.24  23.29
O  25.32  10.54  13.92
C  21.48  10.81  21.15
H  23.40  8.72  14.80
H  23.00  16.31  11.61
H  11.40  19.16  12.60
O  8.44  15.91  21.15
H  18.37  14.75  17.75
C  23.15  19.10  17.88
H  12.24  14.58  19.17
O  15.14  14.24  15.55
C  16.06  21.96  15.20
H  21.44  19.67  13.93
C  18.00  17.82  12.68
C  14.43  23.75  16.45
C  12.17  9.42  15.93
S  12.76  17.13  12.98
H  14.78  21.67  18.36
H  22.73  10.03  17.01
H  12.04  18.07  22.74
H  14.38  20.99  14.38
O  17.70  21.12  24.51
C  10.44  15.43  18.40
O  15.29  13.16  24.03
O  22.89  21.64  23.16
H  13.69  24.45  16.79
H  11.91  10.29  21.32
H  21.70  12.02  15.79
H  22.67  19.80  19.78
C  21.37  14.02  23.83
H  16.88  12.81  16.67
H  16.85  21.30  14.90
C  11.58  15.42  19.38
H  12.37  18.41  25.09
C  14.31  12.16  19.67
S  9.64  16.54  20.69
H  16.29  19.83  9.85
C  13.07  18.05  23.07
C  19.75  22.36  24.57
O  12.30  15.96  27.51
H  21.09  18.16  15.69
H  21.49  20.41  18.59
C  21.62  18.62  13.76
O  13.77  9.91  23.27
H  21.41  19.33  22.93
H  21.10  13.24  18.10
S  23.93  10.91  13.68
C  15.43  11.82  20.62
H  16.42  14.95  25.76
C  13.97  10.56  14.82
H  15.00  16.22  27.40
O  12.58  22.78  15.13
H  24.33  13.13  14.73
O  17.95  15.58  23.41
O  16.34  18.73  14.10
H  16.74  17.97  24.24
C  12.92  10.64  21.22
H  10.99  15.48  17.46
C  14.55  18.34  24.99
H  20.59  18.23  18.26
H  13.08  18.21  16.57
C  11.82  19.09  14.82
H  23.72  17.10  17.33
H  21.73  13.00  23.69
C  16.60  14.47  13.83
H  19.70  13.61  25.47
C  15.70  18.12  24.00
O  18.70  21.43  20.82
O  19.38  16.60  25.13
C  23.51  12.41  14.64
O  17.87  23.05  16.35
O  17.55  19.17  20.67
H  21.03  16.89  23.15
C  14.75  21.78  15.02
H  18.20  16.68  20.09
O  11.62  16.22  12.88
C  18.87  21.22  24.15
H  22.59  19.11  16.95
C  16.83  18.61  13.00
H  23.23  12.59  16.67
C  13.95  10.60  22.25
C  17.90  18.42  10.28
O  14.02  18.29  20.92
H  16.44  12.18  20.45
H  19.05  12.30  15.88

Values from the calculation:
* orbital gap: 7.64 eV

Here is 2 unconnected molecules or ions with the total composition C22H21 at a distorted geometry from OMol25. Energies are from wB97M-V/def2-TZVPD.

CARTESIAN COORDINATES (ANGSTROEM)
H  -0.52  3.66  2.83
H  1.74  5.09  -1.65
C  -0.33  4.13  1.84
H  -4.08  -4.33  -1.13
C  1.16  -1.51  0.83
C  -2.81  -2.83  -0.26
C  -1.19  3.77  -0.42
C  0.99  4.60  1.61
H  5.81  -1.83  1.19
H  3.62  -0.84  1.83
H  2.59  5.39  0.48
H  -0.17  -2.89  -0.08
C  -1.43  4.19  0.95
H  1.16  -0.64  1.50
C  2.43  -2.14  0.54
H  -1.01  -0.22  -0.59
H  5.96  -3.68  -0.48
H  -5.80  -2.68  -1.92
C  1.52  5.12  0.43
C  -4.74  -0.98  -1.13
H  3.84  -4.51  -1.53
C  4.98  -3.24  -0.18
C  -1.22  -0.91  0.22
H  -1.28  -0.43  1.22
C  3.79  -3.71  -0.78
H  -3.37  0.56  -0.34
C  3.64  -1.66  1.11
H  -5.51  -0.26  -1.39
C  -0.09  4.15  -1.22
C  4.88  -2.19  0.75
C  -4.91  -2.34  -1.39
H  1.73  4.49  2.40
C  -0.04  -1.86  0.28
C  2.54  -3.18  -0.43
C  -3.94  -3.26  -0.95
C  1.01  4.91  -0.85
C  -3.57  -0.52  -0.51
H  -1.87  3.09  -0.96
H  1.63  -3.53  -0.93
H  -0.07  3.83  -2.26
H  -2.05  -3.55  0.13
C  -2.58  -1.45  -0.15
H  -2.48  4.17  1.38

Values from the calculation:
* charge: +1
* energy relative to the best compared isomer or geometry (same formula, charge and spin): 278.7 kJ/mol
* orbital gap: 4.15 eV

Here is 3 unconnected molecules or ions with the total composition C2H4N2O2S at a distorted geometry from OMol25. Energies are from wB97M-V/def2-TZVPD.

CARTESIAN COORDINATES (ANGSTROEM)
N  -2.16  2.36  -0.67
H  3.01  0.42  1.10
O  -2.34  -1.30  1.30
H  0.85  -0.77  -0.75
H  0.68  0.68  0.05
O  -3.24  -0.62  -0.86
C  1.39  0.00  -0.23
N  -1.91  1.42  -0.21
C  2.59  -0.19  0.30
S  -2.13  -1.04  -0.08
H  3.27  -0.96  0.06

Values from the calculation:
* energy relative to the best compared isomer or geometry (same formula, charge and spin): 142.2 kJ/mol
* orbital gap: 9.64 eV

Here is C4H5NO2 in the gas phase at a distorted geometry from OMol25. Energies are from wB97M-V/def2-TZVPD.

CARTESIAN COORDINATES (ANGSTROEM)
N  0.26  0.53  -0.65
C  -2.05  0.54  0.08
H  -3.07  0.60  -0.24
O  3.03  0.86  -0.14
H  -0.64  -1.24  0.56
H  -1.41  0.09  -1.82
C  -1.11  0.26  -0.79
O  0.51  -1.26  0.86
H  2.94  -0.87  0.69
H  -1.80  0.79  1.10
C  2.42  -0.06  0.22
C  0.93  -0.24  0.12

Values from the calculation:
* structure (SMILES): C=C/N=C(\O)C=O
* energy relative to the best compared isomer or geometry (same formula, charge and spin): 260.8 kJ/mol
* orbital gap: 10.04 eV

Here is 8 unconnected molecules or ions with the total composition C22H48Cl4O8 at a distorted geometry from OMol25. Energies are from wB97M-V/def2-TZVPD.

CARTESIAN COORDINATES (ANGSTROEM)
Cl  -3.40  -1.58  3.86
C  -2.46  -0.40  -3.75
C  -4.64  1.63  -1.44
H  -3.50  -3.25  2.15
H  2.53  -0.13  3.55
H  3.46  -3.17  -2.85
C  0.50  -3.77  -0.97
H  0.79  -3.06  -1.75
H  -0.01  5.87  2.50
H  0.84  -4.72  -1.38
H  -3.05  0.25  -4.40
H  -1.74  -3.11  -5.39
H  5.40  0.06  3.30
H  0.58  3.78  3.12
C  -0.99  -3.80  -0.63
C  2.38  6.33  2.60
H  5.07  -1.82  5.59
H  3.24  0.17  -2.14
C  -3.19  -2.21  2.22
O  -3.25  1.77  -1.19
H  -5.04  3.55  -0.72
Cl  -0.18  0.00  -0.81
H  -2.37  2.57  0.50
Cl  -4.17  -1.35  1.02
H  2.29  5.74  0.53
H  -6.36  2.31  -0.32
C  -2.36  -2.22  -5.21
H  1.35  7.21  0.81
C  3.17  -2.26  3.61
O  3.06  -1.50  -0.96
H  -0.22  5.08  0.93
H  -2.16  -2.13  1.91
C  0.51  5.36  1.68
H  1.52  -1.29  -3.05
H  -2.02  0.27  -3.01
H  -4.91  1.38  1.41
H  -1.27  -2.80  -0.28
C  3.33  -0.78  3.21
H  -4.45  -2.07  -4.79
H  -0.55  -5.03  0.87
H  -2.61  -1.88  -6.21
H  2.60  -2.81  2.87
H  -3.64  -3.37  -3.93
C  1.64  6.25  1.24
C  1.24  4.25  2.40
H  4.51  0.27  4.75
H  2.68  -2.28  4.58
C  -4.50  2.20  0.82
C  2.56  -1.51  -3.32
C  4.67  -0.45  3.93
H  0.49  1.64  0.66
C  -1.43  -1.18  -4.57
H  3.88  -1.57  -0.46
O  -1.23  -4.93  0.18
O  1.22  -3.44  0.22
H  -4.33  3.02  1.52
C  3.39  -0.91  -2.24
H  1.63  0.27  0.75
H  2.65  -1.00  -4.28
O  2.76  -2.90  -3.44
C  -3.54  -2.33  -4.23
O  4.48  -2.77  3.77
Cl  -0.35  -0.06  2.08
H  6.24  -1.91  4.33
H  1.72  -2.62  0.14
H  -4.89  0.57  -1.26
H  1.66  3.51  1.71
H  1.80  6.94  3.29
C  0.58  0.55  0.69
H  4.45  -1.14  -2.41
H  3.38  6.73  2.42
H  -4.95  1.75  -2.48
C  -5.30  2.53  -0.45
H  -1.64  -3.97  -1.50
C  -3.13  1.82  0.23
O  -3.22  -1.46  -3.17
H  -0.90  -0.59  -5.32
H  3.49  -0.62  2.14
O  2.32  4.96  3.05
H  -0.69  -1.59  -3.88
H  -2.62  0.91  0.56
C  5.17  -1.77  4.50

Values from the calculation:
* structure (SMILES): C1CCOC1.C1CCOC1.C1CCOC1.C1CCOC1.ClCCl.ClCCl.OCCO.OCCO
* orbital gap: 9.41 eV

Here is a molecular structure, C28H27BClN5O12Pd at a distorted geometry from OMol25. Energies are from wB97M-V/def2-TZVPD.

CARTESIAN COORDINATES (ANGSTROEM)
H  -0.73  -0.60  5.78
H  -0.55  2.10  1.05
C  2.82  -1.31  -0.53
C  -3.50  2.22  -0.68
H  -4.87  0.80  2.05
H  2.37  2.10  4.15
C  -2.14  0.42  4.44
H  -5.08  2.73  0.76
H  -2.87  -0.80  1.52
N  1.61  -1.83  -0.92
O  2.40  1.94  -2.43
C  1.69  -3.06  -1.48
H  -3.35  -1.99  5.19
H  -2.20  1.31  5.07
H  2.47  -0.29  4.01
H  -1.54  0.78  3.61
O  0.61  1.17  -1.30
O  -3.12  -3.58  0.94
C  1.38  2.11  -1.62
O  0.44  4.05  -0.43
O  -1.09  -4.80  0.53
H  1.13  -1.46  2.18
C  -1.60  -0.84  5.17
C  5.01  3.59  -3.67
Pd  -0.34  -0.88  -0.61
C  3.89  3.78  -4.74
N  -2.17  0.26  -0.17
O  2.75  3.56  -4.21
H  -3.18  0.24  4.19
O  6.18  3.73  -3.88
N  -0.60  -0.94  -2.77
C  1.27  3.59  -1.20
C  -3.07  0.05  0.89
C  -4.12  0.91  1.28
O  4.06  4.10  -5.90
C  0.30  -1.05  -5.01
O  2.25  4.18  -1.84
H  1.09  -0.92  -5.73
C  -2.52  1.32  -0.93
C  1.86  1.63  3.33
C  -0.92  -1.47  -5.56
H  1.34  -0.36  -3.27
C  0.42  -0.75  -3.68
H  -2.21  -2.58  6.35
C  1.09  2.36  2.41
C  1.15  -0.38  2.30
B  2.99  3.24  -2.77
C  1.91  0.24  3.25
H  -1.93  1.52  -1.81
N  0.41  0.25  1.37
H  -3.03  -1.79  -5.00
C  -2.03  -1.53  -4.70
C  4.10  -3.24  -1.22
Cl  -1.77  -3.52  0.49
O  4.45  3.33  -2.52
H  -2.65  -1.39  -2.71
C  0.27  1.62  1.56
C  -2.67  -1.67  5.97
H  -1.13  -1.45  4.39
O  -1.73  -3.02  -0.86
C  -1.81  -1.27  -3.38
H  0.73  -3.48  -1.73
O  -1.07  -2.53  1.25
N  -3.98  -0.29  7.82
H  4.93  -1.57  -0.19
C  4.02  -1.99  -0.59
H  1.19  3.43  2.34
C  -3.41  -0.89  6.97
C  -4.36  1.99  0.45
H  2.97  -4.75  -2.16
C  2.89  -3.78  -1.70
H  -1.02  -1.47  -6.63
H  2.75  -0.35  -0.04
H  4.98  -3.86  -1.19
H  -3.78  3.04  -1.32

Values from the calculation:
* spin multiplicity: 3
* <S²>: 2.00
* orbital gap (spin up / spin down): 8.92 / 7.60 eV

Here is a molecular structure, C3H4O4Yb at a distorted geometry from OMol25. Energies are from wB97M-V/def2-TZVPD.

CARTESIAN COORDINATES (ANGSTROEM)
H  -0.31  0.62  0.81
O  2.04  0.39  0.50
C  -0.60  -0.17  0.12
H  -2.09  -1.57  0.58
H  -2.14  2.38  -0.44
H  -1.35  2.38  -0.51
O  0.46  -1.01  -0.30
O  -2.86  0.02  -0.51
C  1.70  -0.68  -0.10
O  2.61  -1.48  -0.49
C  -1.87  -0.67  -0.05
Yb  4.40  -0.21  0.38

Values from the calculation:
* energy relative to the best compared isomer or geometry (same formula, charge and spin): 456.7 kJ/mol
* orbital gap (spin up / spin down): 2.36 / 2.37 eV